{
  "formula": "C20H60F4N2O18S4V",
  "method": "ωB97M-V/def2-TZVPD",
  "e_homo_ha": [-0.355, -0.355],
  "spin_multiplicity": 4,
  "s2": 3.7537,
  "de_lowest_kj_mol": 279.4,
  "charge": 0,
  "homo_lumo_gap_ev": [8.35, 8.39],
  "largest_force_ev_per_a": 13.3,
  "elements": ["V", "N", "S", "O", "O", "F", "S", "O", "O", "F", "N", "S", "O", "O", "F", "S", "O", "O", "F", "C", "C", "O", "H", "H", "H", "H", "H", "H", "C", "C", "O", "H", "H", "H", "H", "H", "H", "C", "C", "O", "H", "H", "H", "H", "H", "H", "C", "C", "O", "H", "H", "H", "H", "H", "H", "C", "C", "O", "H", "H", "H", "H", "H", "H", "C", "C", "O", "H", "H", "H", "H", "H", "H", "C", "C", "O", "H", "H", "H", "H", "H", "H", "C", "C", "O", "H", "H", "H", "H", "H", "H", "C", "C", "O", "H", "H", "H", "H", "H", "H", "C", "C", "O", "H", "H", "H", "H", "H", "H"],
  "positions_angstrom": [[-1.823, 0.915, -0.811], [-2.709, 0.285, -2.543], [-3.609, 0.753, -3.684], [-4.900, 0.060, -3.744], [-2.997, 1.216, -4.943], [-4.036, 2.209, -3.081], [-2.411, -1.231, -3.323], [-1.633, -1.178, -4.561], [-3.444, -2.281, -3.202], [-1.294, -1.647, -2.234], [-0.430, -0.082, 0.381], [-0.385, -0.401, 2.078], [0.417, 0.553, 2.870], [-0.478, -1.812, 2.535], [-1.879, 0.103, 2.446], [0.784, -0.960, 0.197], [0.670, -2.399, -0.016], [2.097, -0.490, 0.615], [1.025, -0.603, -1.365], [3.759, -4.108, 0.837], [4.510, -2.972, 0.088], [5.893, -3.146, 0.237], [3.967, -4.122, 1.907], [4.066, -5.072, 0.431], [2.698, -4.127, 0.590], [4.258, -1.985, 0.476], [4.233, -2.768, -0.946], [6.135, -4.002, -0.124], [0.888, -4.886, 3.548], [0.111, -4.820, 4.835], [0.981, -5.265, 5.863], [0.305, -4.541, 2.694], [1.203, -5.908, 3.334], [1.794, -4.282, 3.568], [-0.715, -5.522, 4.721], [-0.232, -3.801, 5.019], [0.412, -5.306, 6.636], [-4.316, 2.729, 3.681], [-5.678, 2.764, 2.950], [-5.399, 2.488, 1.543], [-4.342, 2.751, 4.770], [-3.809, 3.639, 3.360], [-3.766, 1.832, 3.397], [-6.191, 3.721, 3.045], [-6.301, 1.956, 3.333], [-6.231, 2.412, 1.071], [2.230, 3.399, 3.384], [2.916, 3.579, 4.743], [2.399, 4.722, 5.338], [1.163, 3.187, 3.457], [2.674, 2.556, 2.854], [2.371, 4.289, 2.772], [3.994, 3.568, 4.582], [2.686, 2.697, 5.341], [3.120, 5.086, 5.858], [-0.267, 4.118, 0.956], [-1.619, 3.413, 1.236], [-2.181, 2.901, 0.017], [-0.190, 4.944, 0.249], [0.377, 3.329, 0.566], [0.209, 4.498, 1.859], [-2.273, 4.183, 1.645], [-1.548, 2.669, 2.030], [-2.483, 3.674, -0.466], [-5.088, -1.140, 1.384], [-4.549, -0.587, 0.030], [-3.863, 0.580, 0.275], [-4.290, -1.295, 2.110], [-5.598, -2.082, 1.183], [-5.746, -0.402, 1.842], [-5.430, -0.472, -0.601], [-3.964, -1.276, -0.579], [-4.332, 1.136, 0.902], [-0.041, 2.675, -4.346], [-0.658, 3.066, -2.958], [-0.324, 2.103, -1.964], [1.047, 2.735, -4.361], [-0.476, 3.353, -5.081], [-0.334, 1.691, -4.711], [-1.741, 3.149, -3.039], [-0.258, 4.036, -2.662], [0.595, 2.272, -1.744], [1.359, -4.257, -2.864], [-0.016, -4.850, -2.627], [0.169, -6.234, -2.863], [1.648, -4.380, -3.907], [2.088, -4.652, -2.156], [1.261, -3.193, -2.644], [-0.751, -4.470, -3.337], [-0.444, -4.627, -1.650], [-0.698, -6.619, -3.014], [1.788, -0.972, -4.630], [2.941, -0.541, -3.722], [4.180, -0.569, -4.478], [2.046, -1.853, -5.219], [1.596, -0.179, -5.353], [0.912, -1.196, -4.022], [3.051, -1.296, -2.944], [2.745, 0.378, -3.170], [4.825, -0.122, -3.926], [4.294, 2.141, -0.768], [2.864, 2.587, -0.624], [2.356, 2.922, -1.877], [4.372, 1.185, -1.285], [4.781, 2.069, 0.204], [4.896, 2.914, -1.245], [2.861, 3.430, 0.066], [2.157, 1.870, -0.208], [2.995, 3.490, -2.314]],
  "forces_ev_per_angstrom": [[-0.108, 1.366, 0.577], [0.949, -3.239, -1.356], [-5.978, 5.939, -5.371], [2.586, 0.794, 0.059], [-0.758, -1.597, 2.765], [0.435, -0.728, 0.599], [2.321, -5.326, -0.241], [-1.904, 0.591, 2.520], [2.229, 3.157, 0.204], [-0.827, 0.450, -0.103], [-1.984, 0.537, 4.645], [-2.293, 0.522, 6.799], [-1.396, -2.041, -2.619], [0.780, 3.486, -2.098], [0.561, 0.023, -1.011], [8.950, -5.493, -8.145], [-1.080, 1.935, 1.863], [-2.045, 0.005, 1.771], [-0.994, 0.949, -0.413], [-0.036, 0.221, -1.402], [-0.889, 0.128, 0.833], [0.795, 0.263, -0.042], [-0.155, 0.265, -0.106], [0.472, -0.139, -0.014], [-0.193, 0.487, 0.467], [0.158, -0.103, 0.788], [-0.174, -1.028, -0.495], [-0.018, -0.070, -0.046], [0.346, 0.127, -0.623], [0.590, -0.331, -0.917], [-0.361, 0.095, 0.418], [-0.141, 0.044, 0.053], [-0.064, -0.091, 0.108], [-0.028, 0.121, 0.195], [-0.433, 0.172, 0.251], [-0.213, 0.036, 0.082], [0.317, -0.142, 0.393], [-0.585, 0.622, -0.641], [0.753, -0.981, 0.138], [0.157, 0.203, 0.691], [-0.498, 0.015, -0.070], [0.479, -0.215, 0.040], [0.066, 0.098, -0.147], [0.073, -0.020, 0.048], [-0.263, 0.102, 0.036], [-0.174, 0.085, -0.061], [0.413, -0.153, 0.035], [-0.791, -1.559, -1.464], [0.408, 0.962, 0.574], [0.038, 0.081, 0.264], [0.014, -0.101, -0.030], [0.019, 0.104, 0.017], [0.162, 0.443, 0.139], [0.046, -0.155, 0.234], [-0.246, 0.321, 0.262], [0.440, -1.263, 0.254], [0.829, 2.278, 0.250], [-0.174, -0.441, 0.451], [-0.886, -0.051, -0.217], [0.377, 0.088, 0.013], [-0.262, -0.222, 0.184], [-0.492, -0.161, -0.128], [0.166, -0.411, -0.555], [-0.145, -0.150, -0.405], [0.828, -0.170, -0.882], [-2.011, -1.881, 0.914], [2.360, 0.801, -1.249], [0.174, -0.212, -0.156], [-0.176, 0.090, 0.301], [-0.327, -0.071, -0.206], [-0.151, 0.655, -0.219], [0.488, -0.142, 0.553], [-0.315, 0.741, 0.344], [-0.838, 0.339, 0.513], [0.673, -0.305, -1.805], [-0.823, -0.685, 0.562], [-0.067, 0.136, 0.155], [0.248, 0.250, -0.076], [-0.107, -0.155, 0.477], [0.009, -0.196, 0.074], [-0.025, 0.079, 0.123], [0.694, -0.165, 0.015], [-0.838, 1.032, 0.509], [0.466, -0.147, -0.620], [-0.512, -0.621, 0.198], [0.164, -0.148, 0.179], [0.023, -0.217, -0.221], [0.306, 0.225, -0.116], [0.058, 0.295, -0.305], [0.347, -0.125, 0.383], [-0.002, -0.237, 0.037], [0.616, 0.613, 0.119], [0.198, -1.656, -0.192], [-0.768, 0.737, 0.319], [0.147, -0.105, 0.241], [-0.345, 0.047, 0.040], [-0.054, 0.165, -0.189], [-0.096, -0.181, 0.227], [0.089, 0.464, -0.482], [0.259, -0.045, -0.086], [0.338, -0.489, 0.762], [0.564, 0.101, 0.957], [-0.886, 0.462, -0.977], [0.128, 0.104, -0.068], [-0.168, -0.389, 0.172], [-0.168, 0.049, -0.493], [-0.216, 0.393, 0.021], [0.456, -0.427, 0.084], [-0.079, 0.087, -0.236]]
}

{
  "formula": "C23H17CrN3O5S2",
  "method": "ωB97M-V/def2-TZVPD",
  "e_homo_ha": [-0.190, -0.190],
  "spin_multiplicity": 2,
  "s2": 0.7974,
  "charge": -1,
  "homo_lumo_gap_ev": [7.67, 7.66],
  "largest_force_ev_per_a": 1.8,
  "elements": ["Cr", "O", "C", "O", "C", "C", "C", "C", "C", "N", "C", "O", "O", "H", "H", "H", "C", "C", "N", "N", "C", "S", "S", "C", "C", "C", "C", "C", "C", "C", "C", "C", "C", "C", "C", "C", "O", "H", "H", "H", "H", "H", "H", "H", "H", "H", "H", "H", "H", "H", "H"],
  "positions_angstrom": [[0.086, 0.078, -0.171], [-2.654, 0.765, 2.657], [-1.727, 0.807, 1.869], [-0.885, -0.129, 1.575], [-1.350, 2.110, 1.172], [-1.738, 3.387, 1.518], [-1.038, 4.458, 0.970], [0.110, 4.211, 0.225], [0.440, 2.901, -0.061], [-0.359, 1.900, 0.303], [1.781, 2.359, -0.534], [2.628, 3.105, -0.998], [1.893, 1.102, -0.269], [-2.548, 3.510, 2.223], [-1.343, 5.475, 1.180], [0.768, 5.001, -0.108], [1.154, -0.605, -4.373], [1.233, -0.674, -2.871], [0.437, 0.066, -2.173], [-0.365, 0.926, -2.891], [-1.573, 1.006, -2.470], [-2.220, 0.024, -1.184], [-2.533, 2.282, -3.228], [-4.063, 1.348, -3.647], [-3.835, 0.508, -4.872], [-3.408, -0.814, -4.770], [-3.098, -1.544, -5.908], [-3.219, -0.967, -7.164], [-3.665, 0.342, -7.276], [-3.968, 1.073, -6.139], [2.157, -1.584, -2.219], [3.264, -2.101, -2.905], [4.142, -2.982, -2.314], [3.931, -3.376, -0.991], [2.847, -2.902, -0.293], [1.927, -2.006, -0.876], [0.885, -1.626, -0.192], [0.112, -0.554, -4.683], [1.618, -1.476, -4.827], [1.641, 0.302, -4.736], [-4.811, 2.118, -3.830], [-4.321, 0.762, -2.767], [-3.299, -1.262, -3.791], [-2.749, -2.564, -5.812], [-2.957, -1.532, -8.050], [-3.765, 0.801, -8.252], [-4.291, 2.104, -6.229], [3.459, -1.778, -3.920], [4.995, -3.358, -2.864], [4.629, -4.049, -0.507], [2.665, -3.185, 0.737]],
  "forces_ev_per_angstrom": [[0.317, -1.140, 0.202], [0.122, 0.020, -0.073], [-0.180, 0.165, 0.077], [-0.047, -0.262, -0.225], [0.153, -0.315, -0.064], [-0.103, 0.085, -0.059], [0.022, -0.158, 0.007], [0.016, 0.143, -0.119], [-0.061, -0.310, -0.043], [-0.154, 1.644, 0.761], [0.246, 0.276, -0.105], [-0.117, -0.077, 0.068], [-0.661, -0.328, -0.082], [-0.012, 0.023, -0.019], [0.040, 0.003, 0.065], [0.000, -0.009, -0.004], [0.114, -0.057, 0.007], [-0.451, 0.474, -0.204], [-0.055, -0.541, -0.171], [-0.070, 0.652, -0.731], [0.008, -0.468, 0.240], [0.484, 0.206, -0.032], [-0.289, 0.068, -0.186], [0.574, 0.091, 0.005], [-0.034, -0.011, 0.014], [-0.015, 0.092, 0.022], [0.010, -0.019, -0.015], [0.024, -0.048, -0.019], [-0.014, 0.064, -0.025], [0.002, -0.037, 0.029], [0.152, -0.440, 0.564], [-0.100, 0.148, -0.037], [0.185, -0.107, 0.045], [-0.008, 0.066, -0.082], [-0.225, 0.107, 0.095], [0.246, -0.034, -0.657], [0.148, 0.107, 0.666], [0.024, 0.009, -0.016], [0.025, 0.029, -0.019], [-0.014, -0.004, -0.003], [-0.078, -0.033, 0.081], [-0.153, -0.019, -0.024], [0.027, -0.008, 0.085], [-0.009, 0.007, 0.009], [-0.034, -0.003, 0.005], [0.001, -0.013, 0.003], [0.002, -0.004, 0.000], [-0.031, -0.012, 0.010], [-0.005, 0.042, -0.012], [-0.013, -0.024, -0.015], [-0.008, -0.036, -0.020]]
}